Record 1
Below is a 2-piece molecular cluster, C9H14O overall in a non-equilibrium geometry, with properties calculated with ωB97M-V/def2-TZVPD.

```
24
Properties=species:S:1:pos:R:3:forces:R:3
C 0.193 1.067 -0.786 -0.9 1.4 -1.4
C 0.382 0.891 0.682 -3.3 -1.3 -0.9
C -0.658 0.175 1.345 -0.1 1.4 0.0
C -0.696 0.163 2.735 -0.6 -2.6 -0.6
C 0.461 0.483 3.379 2.3 1.2 2.0
O 0.520 0.442 4.764 2.0 0.9 1.1
C 1.590 0.932 2.694 0.7 1.2 0.5
C 1.428 1.365 1.397 2.4 -0.7 -0.8
H -0.868 0.834 -1.121 1.5 -0.6 0.4
H 0.975 0.628 -1.431 -0.5 0.0 0.4
H 0.177 2.132 -1.073 0.5 0.0 0.3
H -1.554 -0.201 0.820 0.8 0.2 0.0
H -1.421 -0.518 3.234 0.2 1.2 -0.1
H 1.350 0.962 5.140 -2.6 -1.7 -1.6
H 2.615 1.075 3.126 -1.4 -0.1 0.2
H 2.298 1.798 0.850 -0.8 -0.1 0.5
C -0.101 -1.557 -3.062 1.2 1.1 2.1
C -1.571 -1.452 -3.428 -2.3 -2.1 -0.2
H 0.176 -0.951 -2.141 -0.7 -0.5 -1.3
H 0.284 -2.539 -2.695 -0.7 0.3 -1.0
H 0.557 -1.153 -3.824 0.1 -0.3 -0.3
H -1.930 -0.961 -4.370 1.1 -0.1 0.7
H -2.291 -1.085 -2.644 1.1 -0.2 -0.4
H -1.915 -2.531 -3.591 0.2 1.3 0.1
```
Forces are in eV/Å.

Properties
energy relative to the best compared isomer or geometry (same formula, charge and spin): 167.5 kJ/mol
E_HOMO: -8.34 eV
energy: -426.50898 hartree
SMILES: Cc1ccc(O)cc1.CC
total charge: 0
2S+1: 1
E_LUMO: 0.0313 Eh
gap between HOMO and LUMO: 0.33784 Ha

=====

Record 2
Below is C11H10IrN3O7S as an isolated structure, with properties calculated with ωB97M-V/def2-TZVPD.

```
33
Properties=species:S:1:pos:R:3:forces:R:3
Ir 0.023 -0.367 0.283 0.0 -0.2 -0.1
O 3.966 1.103 0.879 0.0 0.1 0.1
C 2.777 0.952 0.716 0.0 0.0 -0.3
O 2.127 -0.172 0.780 0.0 0.0 0.0
C 1.893 2.130 0.348 0.1 0.0 0.2
C 2.292 3.452 0.253 0.0 -0.1 0.0
C 1.328 4.403 -0.056 0.0 0.0 0.0
C 0.007 4.024 -0.261 0.0 0.0 0.0
C -0.305 2.682 -0.154 0.0 0.0 -0.1
N 0.632 1.793 0.136 -0.1 -0.1 0.1
C -1.677 2.063 -0.342 0.1 -0.3 0.1
O -2.645 2.741 -0.565 0.0 0.1 0.0
O -1.667 0.753 -0.229 0.1 0.3 -0.1
H 3.328 3.704 0.429 0.0 0.0 0.0
H 1.607 5.446 -0.132 0.0 0.0 0.0
H -0.777 4.730 -0.497 0.0 0.0 0.0
C -1.699 -3.893 1.503 0.0 0.0 0.0
S -2.053 -2.197 1.151 0.1 0.0 -0.1
O -1.003 -1.415 1.918 0.0 0.1 0.0
O -3.393 -1.942 1.569 0.0 0.0 0.0
O -1.727 -1.956 -0.268 -0.2 -0.2 0.0
H -1.723 -4.024 2.582 0.0 0.0 0.0
H -0.719 -4.148 1.108 0.0 0.0 0.0
H -2.478 -4.493 1.037 0.0 0.0 0.0
N 1.656 -4.138 -1.292 0.0 0.1 0.0
C 2.227 -4.194 -0.039 0.0 0.0 0.0
C 1.807 -3.078 0.609 0.1 0.0 0.0
N 0.990 -2.358 -0.230 0.1 0.3 0.0
C 0.922 -3.012 -1.363 -0.1 -0.1 -0.1
H 1.768 -4.807 -2.033 0.0 0.0 0.0
H 2.870 -5.001 0.262 0.0 0.0 0.0
H 2.047 -2.728 1.597 0.0 0.0 0.0
H 0.340 -2.725 -2.222 0.0 0.0 0.0
```
Forces are in eV/Å.

Properties
energy relative to the best compared isomer or geometry (same formula, charge and spin): 0.0 kJ/mol
E_HOMO (spin up / spin down): -8.83 / -9.99 eV
energy: -1618.60083 hartree
total charge: 0
2S+1: 5
E_LUMO (spin up / spin down): -0.0079 / -0.0706 Eh
gap between HOMO and LUMO (spin up / spin down): 0.31650 / 0.29654 Ha

=====

Record 3
Below is C10H10IrO3S4 as an isolated structure, with properties calculated with ωB97M-V/def2-TZVPD.

```
28
Properties=species:S:1:pos:R:3:forces:R:3
Ir 0.675 -0.092 -0.033 0.0 0.0 -0.3
S -0.181 -1.938 -1.092 -0.1 -0.3 -0.1
C -0.565 -3.040 0.194 0.0 0.1 0.1
C -1.179 -4.277 -0.050 0.0 0.0 0.0
C -1.459 -5.138 0.992 0.0 0.0 0.0
C -1.121 -4.800 2.304 0.0 0.0 0.0
C -0.518 -3.584 2.559 0.0 0.0 0.0
C -0.253 -2.697 1.515 -0.1 0.0 -0.2
S 0.472 -1.129 1.852 0.2 0.0 0.3
H -1.429 -4.545 -1.069 0.0 0.0 0.0
H -1.949 -6.082 0.788 0.0 0.0 0.0
H -1.334 -5.484 3.116 0.0 0.0 0.0
H -0.246 -3.300 3.569 0.0 0.0 0.0
C 0.359 5.035 -0.036 -0.1 0.0 0.0
O 0.892 3.718 0.004 0.0 -0.1 0.0
C 1.293 3.216 1.191 -0.4 0.0 -0.3
S 1.192 4.082 2.592 0.1 0.0 0.0
S 1.974 1.635 1.056 0.2 -0.3 0.4
H 0.108 5.209 -1.080 0.0 0.0 0.0
H 1.094 5.761 0.311 0.0 0.0 0.0
H -0.528 5.116 0.593 0.0 0.0 0.0
C 0.322 2.168 -3.290 0.0 0.0 0.0
C 0.461 1.247 -2.124 0.0 -0.1 0.0
O -0.438 1.184 -1.229 0.0 0.3 0.0
O 1.471 0.518 -1.949 0.1 0.2 0.0
H -0.725 2.266 -3.569 0.0 0.0 0.0
H 0.915 1.804 -4.125 0.0 0.0 0.0
H 0.697 3.148 -2.988 0.0 0.0 0.0
```
Forces are in eV/Å.

Properties
E_HOMO: -4.29 eV
energy: -2310.00681 hartree
total charge: -1
2S+1: 1
E_LUMO: 0.0947 Eh
gap between HOMO and LUMO: 0.25240 Ha

=====

Record 4
Below is an isolated ion of composition C5H12NSe and charge +1 in a non-equilibrium geometry, with properties calculated with ωB97M-V/def2-TZVPD.

```
19
Properties=species:S:1:pos:R:3:forces:R:3
C -0.876 -2.857 -0.622 0.6 -0.5 3.1
Se -1.064 -1.639 0.904 0.7 0.8 0.6
C 0.400 -0.462 0.221 -1.3 1.3 1.1
C 1.078 0.613 1.037 -1.1 -0.5 2.5
C 0.249 1.873 0.986 -0.9 0.0 -0.9
C 0.016 1.810 -0.581 -4.0 2.9 2.1
N -0.297 0.369 -0.850 0.8 -0.3 -0.4
H -0.610 -2.255 -1.423 0.4 0.4 -1.8
H -0.148 -3.587 -0.250 -0.1 0.2 -0.9
H -1.840 -3.280 -0.639 -1.1 -0.7 -0.7
H 1.059 -1.122 -0.218 1.5 -1.3 -1.1
H 2.036 0.940 0.707 1.0 -0.6 -0.4
H 1.090 0.271 2.053 0.8 -0.3 0.6
H -0.772 1.791 1.519 1.7 0.2 -0.7
H 0.858 2.768 1.354 -1.2 -1.1 -0.7
H -0.895 2.582 -0.748 2.1 -2.3 -0.5
H 0.878 2.105 -1.084 1.3 0.4 -1.1
H -1.274 0.104 -0.649 -0.1 0.4 -1.0
H 0.113 -0.024 -1.719 -1.1 0.9 0.1
```
Forces are in eV/Å.

Properties
energy relative to the best compared isomer or geometry (same formula, charge and spin): 24.9 kJ/mol
E_HOMO: -13.07 eV
energy: -2653.59219 hartree
SMILES: C[Se][C@@H]1CCC[NH2+]1
total charge: +1
2S+1: 1
E_LUMO: -0.1187 Eh
gap between HOMO and LUMO: 0.36148 Ha

=====

Record 5
Below is a 2-piece molecular cluster, C4H12N3 overall in a non-equilibrium geometry, with properties calculated with ωB97M-V/def2-TZVPD.

```
19
Properties=species:S:1:pos:R:3:forces:R:3
C 1.518 -1.049 0.883 0.0 1.2 -1.6
C -1.285 -0.410 0.480 -0.6 -1.5 -2.4
C -0.695 0.748 -0.344 -1.2 -1.6 -0.3
C -0.249 1.923 0.439 -1.3 1.2 2.0
N 1.709 -0.678 -0.385 0.4 0.3 0.8
N 0.135 0.184 -1.340 0.9 1.9 -1.9
N -1.386 -1.534 -0.249 2.3 3.6 -2.0
H 1.454 -0.247 1.579 0.5 0.1 0.7
H 1.340 -2.076 1.145 -0.2 0.0 -0.2
H -1.990 -0.396 1.351 1.2 0.4 -0.5
H -1.638 0.956 -0.980 0.6 0.1 1.2
H -0.999 2.089 1.239 -0.2 0.1 -0.4
H -0.269 2.892 -0.098 0.7 -0.8 0.1
H 0.574 1.717 1.129 0.7 0.3 -0.9
H 2.176 0.161 -0.767 -0.3 -0.5 1.5
H 0.667 1.020 -1.774 -1.2 -1.6 0.6
H -1.798 -2.318 0.052 -2.2 -3.2 1.8
H 1.750 -1.351 -1.116 0.0 -1.0 -0.3
H -1.014 -1.632 -1.244 -0.1 1.0 1.9
```
Forces are in eV/Å.

Properties
energy relative to the best compared isomer or geometry (same formula, charge and spin): 564.7 kJ/mol
E_HOMO (spin up / spin down): -11.56 / -11.56 eV
energy: -323.46317 hartree
total charge: +1
2S+1: 1
E_LUMO (spin up / spin down): -0.1576 / -0.1576 Eh
gap between HOMO and LUMO (spin up / spin down): 0.26728 / 0.26731 Ha

=====

Record 6
Below is C8H12Cl2CoN2O3STl as an isolated structure in a non-equilibrium geometry, with properties calculated with ωB97M-V/def2-TZVPD.

```
30
Properties=species:S:1:pos:R:3:forces:R:3
Co 5.649 -1.451 -2.186 -1.3 0.8 1.2
Tl 1.949 -0.237 0.251 -0.1 -0.3 -0.4
Cl 4.650 -0.269 -0.614 0.3 -0.3 -0.5
Cl -0.383 -1.665 0.032 0.3 -0.4 0.6
C -0.449 0.451 -1.789 -2.2 0.7 -1.3
C 7.410 -1.110 -2.241 7.9 1.6 -0.1
C 6.250 -2.464 -3.541 2.6 -5.3 -6.8
O -1.506 0.506 -2.212 2.3 -0.1 0.9
O 8.564 -0.990 -2.381 -6.5 -0.6 0.9
O 6.725 -3.100 -4.402 -2.8 3.7 5.0
C -3.183 1.074 5.151 0.5 -0.9 0.1
C -3.483 2.074 4.063 -0.4 1.6 -0.2
N -2.463 2.179 2.983 1.1 -1.4 1.8
C -1.690 1.091 2.601 -0.6 -0.5 -0.3
S 0.019 1.142 2.645 -0.6 0.5 0.2
N -2.334 -0.021 2.234 -0.4 0.3 -1.0
C -3.793 -0.145 2.011 0.1 -1.3 0.0
C -4.432 0.969 1.183 0.1 0.5 -0.5
H -3.266 0.039 4.806 0.0 0.1 0.2
H -3.914 1.204 5.948 -0.1 0.1 0.0
H -2.192 1.232 5.585 -0.1 0.1 0.0
H -4.441 1.891 3.572 -0.2 0.0 0.1
H -3.537 3.091 4.478 -0.1 -0.2 -0.2
H -1.890 3.008 3.022 0.0 1.0 -0.3
H -1.733 -0.738 1.763 -0.3 0.2 0.7
H -3.931 -1.109 1.490 0.1 0.4 0.4
H -4.300 -0.240 2.989 0.4 0.0 -0.1
H -4.260 0.764 0.117 -0.2 0.2 0.3
H -5.512 0.986 1.384 0.3 0.0 -0.1
H -4.009 1.952 1.438 -0.3 -0.2 -0.3
```
Forces are in eV/Å.

Properties
E_HOMO (spin up / spin down): -22.87 / -22.98 eV
energy: -3519.25543 hartree
total charge: +4
2S+1: 5
E_LUMO (spin up / spin down): -0.5555 / -0.6319 Eh
gap between HOMO and LUMO (spin up / spin down): 0.28500 / 0.21259 Ha